Record 1
The following is a quantum chemistry calculation of a cluster of 2 separate species, C27H45IN2O8 in total, from the Open Molecules 2025 dataset.

As for the expectation value of S²: 0.75. The calculation puts the HOMO energy (alpha / beta) at -9.4 / -10.6 eV. For the HOMO-LUMO gap (alpha / beta), the calculation gives 4.799 / 5.954 eV. Its net charge is +1. For the lowest unoccupied orbital energy (alpha / beta), the calculation gives -0.1701 / -0.1701 hartree. As for the spin multiplicity: 2. Its molar mass is 652.57 g/mol.

Each line ends with the Löwdin charge.
Cartesian coordinates (Å):
C1 1.0867 -0.8911 2.1852  -0.140
C2 -1.3102 0.3148 0.7940  -0.484
H1 1.4166 6.2567 -0.1003  0.102
H2 0.6376 8.5868 0.1608  0.126
H3 -0.8669 8.2109 -0.6617  0.127
C3 -1.8804 -1.9776 -0.0520  -0.137
C4 1.0081 -7.3351 -2.2715  -0.220
O1 3.8935 -3.5974 -1.8977  -0.086
H4 0.9737 -1.1482 3.2414  0.151
H5 -2.9885 -0.3606 -0.9264  0.131
C5 -1.0374 -1.1712 0.7196  0.017
C6 -2.2908 -4.3184 -1.0384  -0.116
H6 -0.3842 3.2281 1.2726  0.055
H7 -3.3245 -4.0083 -1.1727  0.098
H8 4.1896 -3.1031 0.4928  0.125
H9 0.3881 -7.9666 -2.9083  0.131
C7 0.3170 7.1434 2.4038  -0.032
H10 1.8369 -6.9693 0.4302  0.075
H11 2.9638 -8.2969 0.1431  0.097
H12 3.0472 -6.8435 -0.8679  0.084
H13 -2.2858 -4.1689 -3.2131  0.119
C8 4.7106 -2.2690 0.0106  -0.163
C9 -0.1032 7.7996 0.0052  -0.131
N1 -1.7027 6.3295 1.1493  -0.108
H14 0.0268 4.5427 -1.1786  0.124
C10 0.1916 -6.1415 -1.7667  -0.198
H15 5.8100 -2.8076 -1.7843  0.123
H16 0.7953 4.5252 1.2773  0.071
O2 4.0571 -1.0380 0.2922  -0.070
C11 -0.4697 5.4425 -0.8056  -0.131
H17 4.2762 -4.4400 -1.6369  0.075
H18 2.2899 -1.9742 -0.0835  0.129
C12 4.7889 -2.5581 -1.4882  -0.205
H19 -1.7445 -6.5685 -2.5941  0.128
H20 -2.0723 8.4119 2.7855  0.093
C13 0.2825 -3.0552 1.2891  0.048
H21 -0.6263 -5.8101 -3.7308  0.126
H22 -2.2686 9.0161 1.1395  0.081
H23 5.7032 -2.2063 0.4563  0.132
H24 -1.2153 5.7255 -1.5546  0.125
C14 -4.3875 -1.5337 0.0501  -0.760
H25 1.8568 -6.9774 -2.8689  0.131
C15 -1.1949 5.0817 0.4956  -0.475
H26 -3.2315 -1.9000 -1.7239  0.142
H27 0.8858 8.0483 2.6173  0.090
H28 -3.0530 4.6621 -0.5484  0.081
H29 -0.7740 -3.6815 -2.4857  0.121
C16 -3.0930 -1.4306 -0.7499  -0.095
H30 1.1254 -3.5346 1.7698  0.168
C17 -0.7515 7.4685 1.3503  -0.496
O3 1.4893 -8.1699 -1.2420  -0.171
C18 -1.5871 -3.3361 -0.1525  -0.196
H31 4.4922 -1.6676 -2.0405  0.129
O4 -1.2227 1.0058 -0.1723  0.170
H32 -0.4935 4.4965 2.4843  0.088
C19 -2.3928 4.1959 0.1789  -0.043
H33 -0.2004 -6.4158 -0.7779  0.105
O5 -1.6690 0.7993 1.9885  0.167
H34 -2.9764 3.9854 1.0775  0.097
H35 2.2421 -0.1930 0.0414  0.155
N2 -0.5291 -3.8059 0.5358  0.186
C20 2.6951 -1.1043 0.4529  -0.246
O6 -5.3203 -0.8416 -0.1514  0.069
H36 -0.8485 9.4777 2.0809  0.089
H37 0.8414 -5.2644 -1.6731  0.111
H38 -0.1480 6.8115 3.3330  0.092
O7 2.4090 -1.2066 1.8428  -0.067
C21 -1.5417 8.6638 1.8667  -0.040
H39 0.9006 6.8651 -1.6524  0.113
C22 -0.2576 4.2976 1.4392  -0.022
C23 0.0719 -1.7002 1.3944  -0.091
C24 -0.9756 -5.7979 -2.6966  -0.196
H40 0.8969 0.1838 2.0906  0.138
H41 1.0324 6.3891 2.0910  0.056
C25 2.3664 -7.5329 -0.3513  -0.114
C26 -1.5799 -4.4195 -2.4205  -0.161
H42 -2.0535 3.2476 -0.2353  0.060
C27 0.5374 6.5836 -0.6625  -0.171
H43 -0.3167 -4.7945 0.4488  0.155
H44 -2.2831 -5.2889 -0.5400  0.129
H45 -1.7391 0.1098 2.6627  0.138
I1 -4.5066 -2.9951 1.6550  0.906
O8 -2.8354 6.7098 0.6819  -0.019

Forces on atoms 1 to 2 (eV/Å):
C -0.1 0.1 0.1
C -0.1 -0.1 0.1

=====

Record 2
The following is a quantum chemistry calculation of a structure of composition C27H45NO2OsP2 at a distorted geometry, from the Open Molecules 2025 dataset.

As for the expectation value of S²: 6.06. The calculation puts the HOMO energy (alpha / beta) at -11.9 / -13.6 eV. For the HOMO-LUMO gap (alpha / beta), the calculation gives 6.214 / 4.616 eV. Its net charge is +2. For the lowest unoccupied orbital energy (alpha / beta), the calculation gives -0.2107 / -0.3314 hartree. The energy above the lowest of the compared OMol25 structures with the same formula, charge and spin comes out at 0.00 kJ/mol. As for the spin multiplicity: 5. Its molar mass is 667.84 g/mol.

Each line ends with the Löwdin charge.
Cartesian coordinates (Å):
H1 2.6682 -3.1812 2.5043  0.086
H2 1.3970 0.1636 5.2370  0.110
H3 2.7155 -1.1877 0.5404  0.103
H4 -1.7509 0.5591 -2.4664  0.076
H5 -3.3094 -2.9663 2.5314  0.120
C1 -4.1574 0.9793 -1.5330  -0.373
H6 0.4793 0.7353 -4.7060  0.042
C2 -1.2778 -2.0237 2.5063  -0.298
P1 2.1427 0.1627 -3.0246  0.868
H7 2.8873 -0.2458 -0.8621  0.043
H8 -6.4966 1.6430 0.5625  0.139
C3 2.0887 -0.7027 -0.2401  -0.297
H9 -0.6827 -4.2456 0.9862  0.084
O1 -3.5323 1.0856 -2.6031  0.131
C4 0.6668 1.6533 -0.2401  -0.392
H10 4.4176 2.4352 -0.6236  0.092
H11 -2.8120 0.2168 2.7684  0.053
H12 2.1338 0.8854 -5.3419  0.051
C5 0.9828 -2.0576 3.1889  -0.320
C6 2.4449 -2.3903 3.2229  -0.018
H13 -6.2155 0.8687 -2.2287  0.138
H14 2.0507 0.5469 3.6238  0.084
H15 -1.2603 2.2414 -1.0598  0.117
C7 -1.9817 0.2990 3.4919  -0.005
H16 3.4564 3.0972 0.7735  0.080
Os1 0.2799 -0.8506 1.6719  1.576
C8 -0.9413 -1.1827 -1.7292  -0.096
C9 -2.5961 -2.4158 1.8870  0.004
H17 2.0759 4.7317 -0.1291  0.071
H18 0.4802 4.3460 -0.8942  0.076
H19 1.3747 -0.7260 -5.1822  0.059
C10 3.9368 -0.0429 -3.4000  -0.252
C11 1.2689 0.3695 0.4346  -0.447
C12 -0.8089 0.2812 -1.9476  -0.208
C13 -4.6937 0.4370 0.5635  -0.384
H20 0.4952 1.2603 4.1554  0.089
C14 1.5778 4.2602 -0.9926  -0.154
C15 -0.0469 -2.7751 2.4586  -0.306
C16 -6.0260 0.8662 -0.0503  -0.077
P2 2.0375 2.5215 -1.0352  0.882
H21 2.9838 2.4684 -3.2373  0.085
H22 -1.4767 1.2600 3.2994  0.084
H23 4.5487 0.1632 -2.5140  0.040
H24 -0.3391 -3.1815 -1.4507  0.112
O2 -4.6225 0.0296 1.7332  0.111
H25 4.1342 -1.0655 -3.7401  0.057
N1 -3.6606 0.5465 -0.3316  0.290
C17 1.4668 0.2682 -4.7366  -0.247
C18 1.1241 0.3596 4.1990  -0.012
H26 -1.9798 -1.4953 -1.5821  0.103
H27 1.9210 4.7170 -1.9364  0.077
H28 -0.0535 0.5137 -2.7228  0.026
C19 3.4947 2.3112 -0.0074  -0.145
H29 -2.4404 -2.9740 0.9564  0.080
H30 3.5201 1.3270 0.5145  0.058
H31 4.2069 0.6479 -4.2029  0.045
C20 2.1082 2.0047 -2.7399  -0.436
H32 1.0785 -4.0969 1.1642  0.073
H33 2.7657 -2.7479 4.2038  0.102
H34 -6.7038 0.0054 -0.0951  0.141
H35 2.1399 -2.0910 -1.9119  0.077
C21 -1.0225 -0.8400 3.3032  -0.304
H36 -2.4241 0.3282 4.5008  0.116
C22 0.3742 -0.8364 3.6969  -0.328
C23 0.1241 -4.0631 1.7080  -0.004
C24 -5.6426 1.3436 -1.4281  -0.073
H37 -5.7557 2.4297 -1.5007  0.138
C25 1.4634 -1.9453 -1.0426  -0.229
H38 -3.1008 -1.4949 1.5691  0.041
H39 1.1877 2.4020 -3.2117  0.087
C26 0.0073 -2.1284 -1.5135  -0.084
H40 1.7457 0.7398 1.3815  0.076
H41 3.0488 -1.5049 2.9891  0.079
H42 1.7491 -2.8485 -0.4510  0.090
H43 0.1107 -4.8772 2.4433  0.113
C27 -0.7337 1.3137 -0.7654  -0.178
H44 -1.3444 0.9476 0.0775  0.070
H45 0.5274 2.4118 0.5630  0.122

Forces on atoms 1 to 2 (eV/Å):
H 0.1 0.1 0.0
H 0.1 0.3 0.1

=====

Record 3
The following is a quantum chemistry calculation of a structure of composition C27H45NO2P2V at a distorted geometry, from the Open Molecules 2025 dataset.

As for the expectation value of S²: 2.08. The calculation puts the HOMO energy (alpha / beta) at -9.3 / -9.2 eV. For the HOMO-LUMO gap (alpha / beta), the calculation gives 4.702 / 4.724 eV. Its net charge is +1. For the lowest unoccupied orbital energy (alpha / beta), the calculation gives -0.1675 / -0.1627 hartree. The energy above the lowest of the compared OMol25 structures with the same formula, charge and spin comes out at 0.00 kJ/mol. As for the spin multiplicity: 3. Its molar mass is 528.55 g/mol.

Each line ends with the Löwdin charge.
Cartesian coordinates (Å):
H1 -3.0742 -1.2327 3.1242  0.081
O1 2.9042 -2.7920 -0.6340  0.049
C1 3.0589 0.0813 -1.6924  -0.149
H2 0.6491 1.4727 -4.1502  0.032
C2 0.2343 -3.6900 1.5780  -0.074
P1 0.2931 -0.9872 -4.0134  0.934
H3 -1.9964 2.8183 -0.0383  0.073
C3 -3.2240 -0.2573 -2.5851  -0.044
H4 1.5696 -2.7999 -4.8385  0.031
C4 0.8573 0.5976 -4.7752  -0.306
H5 1.1975 3.7009 -0.4470  0.130
C5 2.8389 1.5146 1.5114  -0.294
C6 0.2784 3.3058 3.7806  -0.351
N1 1.3294 -1.7817 0.7527  0.047
H6 0.2018 -0.3426 4.3420  0.024
C7 1.5128 -4.1231 0.8934  -0.074
O2 -0.5247 -1.3509 2.0128  0.001
H7 2.6321 -1.3747 -4.6660  0.035
H8 0.0146 1.7402 -0.6681  0.112
H9 1.5775 1.2225 -2.5149  0.120
H10 3.6744 3.3583 0.7289  0.133
H11 -4.7708 -1.5209 2.6626  0.104
H12 3.4507 0.3561 -2.6904  0.134
H13 -4.1902 -0.5940 -2.9894  0.099
H14 -0.2890 3.4144 4.7163  0.048
C8 -3.5507 -1.2679 -0.2414  -0.212
H15 -3.4564 -2.8846 -1.6333  0.077
H16 -0.0053 4.0869 3.0577  0.033
V1 1.7047 0.3028 0.6098  1.011
C9 -3.0223 0.9750 -0.3076  -0.187
H17 1.3745 3.3339 3.9586  0.046
H18 -4.0523 1.1617 2.9443  0.091
H19 4.9742 0.0807 -0.7777  0.137
C10 -3.2842 1.4933 2.2328  -0.077
C11 4.0373 0.6495 -0.6443  -0.167
H20 -0.4928 -0.1746 -1.8056  0.051
H21 0.1818 -4.0230 2.6231  0.134
H22 -2.0030 2.2098 -1.7120  0.069
C12 3.5878 0.4830 0.7799  -0.232
C13 2.0424 -2.8603 0.2398  -0.450
H23 2.1937 -2.3757 -3.2177  0.025
H24 1.9157 0.5580 -5.0591  0.037
C14 -3.2763 0.6110 1.0527  -0.210
H25 4.3223 1.6839 -0.9006  0.122
H26 -4.9903 -2.7773 -0.7460  0.093
H27 -0.1596 1.0927 5.4022  0.053
H28 3.1111 -1.0220 -1.6815  0.087
H29 1.3732 -4.9190 0.1551  0.133
H30 -2.3075 1.4795 2.7790  -0.036
C15 -3.5187 -0.7897 1.0886  -0.183
C16 0.2386 -2.1754 1.4872  -0.453
H31 0.7350 -1.4679 -1.5922  0.052
C17 1.8436 -1.9628 -4.1768  -0.308
C18 1.5902 0.5666 -1.6250  -0.356
C19 0.3974 0.7276 4.5192  -0.341
H32 -3.4998 -2.6432 2.1351  0.076
H33 2.9089 1.5107 2.6026  0.112
C20 -2.6042 2.3038 -0.7957  -0.050
C21 -3.8990 -2.6467 -0.6579  -0.043
H34 2.1871 3.5727 1.6238  0.101
H35 -3.0037 0.7168 -3.0292  0.073
C22 0.5188 -0.5120 -2.0929  -0.269
C23 2.6882 2.8976 0.9105  -0.170
H36 -3.5445 -3.3773 0.0807  0.067
C24 -3.7280 -1.5856 2.3159  -0.024
H37 4.1957 -0.2273 1.3582  0.148
H38 1.4851 0.8839 4.6406  0.042
H39 -3.4951 2.5281 1.9438  0.086
H40 2.5744 3.0192 -1.2736  0.130
H41 2.2551 -4.4564 1.6313  0.136
C25 1.8965 2.8466 -0.4172  -0.150
C26 1.0940 1.5673 -0.5681  -0.255
C27 -3.2532 -0.1803 -1.1063  -0.191
H42 0.2480 0.6785 -5.6855  0.032
H43 -3.4655 2.9522 -1.0279  0.103
P2 -0.1502 1.6833 3.0700  0.939
H44 -2.4654 -0.9730 -2.9371  0.044
H45 -0.6526 -4.0906 1.0701  0.130

Forces on atoms 1 to 2 (eV/Å):
H -0.2 -0.1 -0.2
O -0.9 -0.1 1.3